Molecular formula: C43H55AuBGeN8Si
Method: DFT, ωB97M-V/def2-TZVPD

Results
**Highest occupied orbital energy (spin up / spin down)**: -8.20 / -8.58 eV
**Energy above the lowest of the compared OMol25 structures with the same formula, charge and spin**: 0.00 kcal per mole
**Largest force on an atom**: 0.0751 hartree/bohr
**LUMO level (spin up / spin down)**: 0.594 / -2.435 eV

Geometry as ORCA input:
```
! wB97M-V def2-TZVPD RIJCOSX def2/J DEFGRID3
* xyz 0 4
Au -0.02 -0.53 -0.31
C 3.61 1.90 1.31
C 2.35 1.21 1.39
N 1.69 1.33 0.21
N 2.46 2.11 -0.59
C 3.56 2.51 0.09
B 1.93 2.51 -1.94
N 1.39 1.33 -2.73
C 1.41 1.31 -4.11
C 0.42 0.48 -4.59
C -0.22 0.05 -3.41
N 0.37 0.53 -2.35
N 0.85 3.60 -1.83
C 0.03 4.00 -2.89
C -0.67 5.09 -2.38
C -0.21 5.30 -1.07
N 0.69 4.37 -0.75
N 2.98 3.17 -2.81
C 3.09 4.41 -3.34
C 4.24 4.52 -4.07
C 4.86 3.27 -3.88
N 4.11 2.41 -3.20
H 4.42 1.98 2.03
H 2.01 0.69 2.32
H 4.25 3.23 -0.33
H 2.25 1.87 -4.63
H 0.11 0.29 -5.62
H -1.08 -0.61 -3.34
H 0.03 3.52 -3.83
H -1.46 5.51 -2.93
H -0.52 6.03 -0.32
H 2.31 5.12 -3.10
H 4.71 5.36 -4.59
H 5.84 2.99 -4.28
C 3.08 -1.56 -1.49
C 2.75 -2.68 -0.46
C 3.51 -3.98 -0.84
C 3.46 -2.16 0.81
Si 0.83 -2.81 -0.40
C 0.20 -3.66 1.27
C 1.11 -4.91 1.62
C -1.27 -4.17 1.21
C 0.20 -2.58 2.31
C 0.07 -3.51 -2.06
C -1.45 -3.16 -2.11
C 0.10 -5.03 -1.93
C 0.75 -3.04 -3.34
H 4.15 -1.45 -1.59
H 2.59 -0.58 -1.30
H 2.88 -1.92 -2.52
H 4.54 -3.74 -1.05
H 3.04 -4.48 -1.70
H 3.46 -4.63 -0.01
H 4.55 -2.05 0.63
H 3.40 -2.67 1.73
H 3.07 -1.15 0.96
H 1.14 -5.72 0.87
H 0.72 -5.47 2.48
H 2.23 -4.71 1.74
H -1.38 -5.15 0.63
H -1.87 -3.43 0.73
H -1.53 -4.34 2.23
H 1.20 -2.25 2.52
H -0.18 -2.96 3.30
H -0.39 -1.74 1.92
H -1.99 -3.59 -1.20
H -1.91 -3.75 -2.93
H -1.71 -2.11 -2.17
H -0.49 -5.26 -1.04
H 1.18 -5.38 -1.76
H -0.38 -5.49 -2.80
H 0.72 -2.01 -3.55
H 0.25 -3.56 -4.16
H 1.79 -3.34 -3.39
C -1.80 0.79 -0.14
Ge -2.46 1.11 1.60
C -3.28 -0.61 2.16
C -3.58 -0.99 3.50
C -4.28 -2.17 3.82
C -4.64 -3.04 2.80
C -4.31 -2.70 1.48
C -3.74 -1.46 1.16
C -1.11 1.71 2.85
C -0.55 0.91 3.80
C 0.47 1.32 4.61
C 1.05 2.53 4.49
C 0.51 3.42 3.50
C -0.56 3.00 2.73
C -3.86 2.47 1.53
C -4.96 2.30 2.34
C -5.82 3.36 2.54
C -5.65 4.56 1.85
C -4.65 4.64 0.88
C -3.71 3.61 0.73
H -2.18 1.23 -1.08
H -3.37 -0.35 4.35
H -4.42 -2.48 4.85
H -5.14 -3.99 2.99
H -4.54 -3.36 0.69
H -3.54 -1.21 0.10
H -0.91 -0.13 3.93
H 0.79 0.68 5.50
H 1.78 2.80 5.24
H 0.91 4.43 3.43
H -1.03 3.81 2.15
H -5.22 1.33 2.79
H -6.72 3.20 3.20
H -6.34 5.39 1.96
H -4.52 5.50 0.32
H -2.82 3.73 0.04
*
```